(1)
Entry from the OMol25 dataset: C41H47Cl5EuN11O3S as an isolated structure (ωB97M-V with the def2-TZVPD basis set).

Results
- orbital gap (spin up / spin down) (hartree) = 0.245 / 0.282
- <S²> = 15.76
- spin multiplicity = 8
- HOMO (spin up / spin down) (eV) = -4.5 / -5.5
- charge = -1

```
109
Properties=species:S:1:pos:R:3:mulliken_spin:R:1
Eu -0.2023 0.6950 -2.2130 6.99
C -3.8046 3.3215 1.7220 0.00
N -2.7214 2.5619 1.1242 0.00
C -1.7279 2.1389 2.1250 0.00
C -2.3019 2.5643 -0.1686 0.00
N -1.1106 2.5906 -0.6256 -0.01
C -0.1296 3.5396 -0.2721 0.00
C -0.5799 4.8999 -0.0725 0.00
C 0.3295 5.9246 -0.0020 0.00
C 1.6650 5.6295 -0.1956 0.00
C 2.0589 4.3228 -0.3303 0.00
C 1.2102 3.1918 -0.3948 0.00
N 1.6613 1.9332 -0.7904 0.01
C 2.7532 1.4265 -0.2601 -0.01
N 3.2009 1.7706 1.0315 0.00
C 2.2776 2.1921 2.0465 0.00
C 4.5588 2.3726 1.2907 0.00
N 3.5088 0.5317 -0.9253 0.00
C 4.3790 -0.4380 -0.2031 0.00
C 3.3332 0.1940 -2.2988 0.02
N -3.3074 2.3580 -1.1161 0.00
C -3.0800 2.6212 -2.5518 0.01
C -4.6171 1.7371 -0.8522 0.00
H -3.4512 3.9361 2.5228 0.00
H -4.5345 2.6502 2.1081 0.00
H -4.2276 4.0454 1.0142 0.00
H -1.2901 2.9967 2.6007 0.00
H -0.9334 1.5758 1.5148 0.00
H -2.1541 1.4434 2.7714 0.00
H -1.6335 5.0040 0.2029 0.00
H -0.0078 6.9422 0.0737 0.00
H 2.3701 6.4765 -0.2271 0.00
H 3.1345 4.0968 -0.4645 0.00
H 1.3526 1.6176 1.9892 0.00
H 2.0467 3.2661 2.0626 0.00
H 2.7502 1.9290 2.9947 0.00
H 5.2182 2.0774 0.4550 0.00
H 4.9463 1.8974 2.2436 0.00
H 4.5062 3.4604 1.3494 0.00
H 4.3536 -0.2988 0.8182 0.00
H 5.3595 -0.3145 -0.6428 0.00
H 4.0002 -1.3882 -0.5298 0.00
H 2.9505 1.0490 -2.8319 0.00
H 2.5770 -0.5134 -2.5491 0.00
H 4.3234 -0.2157 -2.7064 0.00
H -3.6829 3.4805 -2.8497 0.00
H -3.2019 1.5947 -3.0794 -0.01
H -2.0992 2.9269 -2.7387 0.00
H -4.6740 1.2029 0.1775 0.00
H -4.7850 0.8752 -1.4606 0.00
H -5.4303 2.5376 -0.9667 0.00
Cl -1.7000 0.5530 -5.0408 0.00
C -2.8269 -0.4741 -4.2051 -0.01
C -2.6170 -0.5970 -2.8619 0.03
C -3.6213 -1.2485 -2.1718 -0.01
Cl -3.4430 -1.6260 -0.4747 0.00
C -4.7056 -1.7570 -2.8059 0.00
Cl -5.9926 -2.5555 -1.9593 0.00
C -4.9481 -1.4922 -4.1872 0.00
Cl -6.4802 -1.9162 -4.9662 0.00
C -4.0036 -0.7865 -4.9182 0.00
Cl -4.1670 -0.3298 -6.5744 0.00
O -1.4955 -1.2686 1.7378 0.00
C -0.2167 -1.7276 2.0330 0.00
C 0.7540 -1.3413 0.8796 0.00
O 1.9189 -1.6360 1.0291 0.00
O 0.2257 -0.7390 -0.0938 -0.02
C -0.2509 -3.2549 2.2947 0.00
C -1.4125 -3.8882 1.8685 0.00
C -1.6855 -5.2470 1.8957 0.00
C -0.5884 -6.0395 2.3169 0.00
C 0.5543 -5.4214 2.8558 0.00
C 0.7009 -4.0393 2.9168 0.00
C 0.2790 -0.9240 3.2889 0.00
C -0.7272 -0.5202 4.1380 0.00
C -0.4478 0.0288 5.3537 0.00
C 0.8657 0.2099 5.7787 0.00
C 1.9033 -0.2079 4.9109 0.00
C 1.6004 -0.7560 3.6906 0.00
H -1.3528 -0.8224 0.8932 0.01
H -2.1051 -3.1640 1.4677 0.00
H -2.6668 -5.6280 1.6895 0.00
H -0.7083 -7.0887 2.3539 0.00
H 1.3057 -6.0103 3.3406 0.00
H 1.5865 -3.6051 3.2989 0.00
H -1.7418 -0.6753 3.8044 0.00
H -1.3065 0.3216 5.9712 0.00
H 1.0813 0.5030 6.8425 0.00
H 3.0154 -0.1227 5.0841 0.00
H 2.3987 -1.0896 3.0222 0.00
N 5.0937 2.6548 -3.9608 0.00
C 4.0550 3.0997 -4.2385 0.00
N 2.8455 3.5618 -4.5601 0.00
C 1.7579 2.9185 -4.1773 0.00
N 0.7433 2.4238 -3.9077 0.01
C 2.5417 -4.2192 -0.4639 0.00
N 1.8068 -3.2297 -1.2606 0.00
C 0.9441 -3.5344 -2.2079 0.00
S 0.2993 -2.4493 -3.3382 0.00
N 0.5309 -4.8606 -2.1292 0.00
C -0.7197 -5.2663 -2.6397 0.00
H 3.4108 -3.6753 -0.0880 0.00
H 3.0093 -4.9571 -1.1118 0.00
H 1.9822 -4.6794 0.3331 0.00
H 2.0834 -2.2160 -1.1283 0.00
H 0.7308 -5.3420 -1.2838 0.00
H -1.5404 -4.6574 -2.2694 0.00
H -0.8103 -6.3349 -2.2934 0.00
H -0.8801 -5.2838 -3.6926 0.00
```


(2)
Entry from the OMol25 dataset: C6H14AgF2N2O2 as an isolated structure (ωB97M-V with the def2-TZVPD basis set).

Results
- ΔE to the lowest compared entry with this formula, charge and spin (kJ/mol) = 53.93
- orbital gap (hartree) = 0.227
- HOMO (eV) = -3.9
- charge = -1

```
27
Properties=species:S:1:pos:R:3:lowdin_charge:R:1
Ag -15.8972 -0.1414 -18.7673 0.70
F -16.2319 2.0409 -18.2262 -0.81
F -17.1660 -1.4988 -17.2734 -0.77
C -17.3073 -2.4097 -20.3957 -0.37
O -17.1937 -1.2636 -20.7752 -0.01
N -17.1504 -3.5261 -21.1415 -0.20
C -17.0527 -4.8224 -20.4919 -0.07
C -16.8451 -3.5196 -22.5432 -0.07
H -17.5381 -2.6604 -19.3448 0.11
H -16.0935 -5.2761 -20.7640 0.07
H -17.7922 -5.5248 -20.8909 0.08
H -17.1737 -4.7899 -19.4140 0.09
H -16.8716 -4.5225 -22.9634 0.08
H -17.3500 -2.7963 -23.1832 0.09
H -15.8022 -3.1937 -22.7137 0.09
C -13.8233 -2.3642 -19.5460 -0.32
O -13.8862 -1.2681 -19.0324 -0.03
N -12.6746 -2.9960 -19.8472 -0.18
C -12.6268 -4.3065 -20.4688 -0.06
C -11.4124 -2.3993 -19.4517 -0.06
H -14.7126 -2.9603 -19.8072 0.13
H -13.4409 -4.4038 -21.1912 0.07
H -12.7168 -5.0979 -19.7210 0.09
H -11.7115 -4.4295 -21.0411 0.08
H -11.4897 -2.2389 -18.3609 0.10
H -10.6240 -3.1489 -19.3416 0.08
H -11.0721 -1.4475 -19.8433 0.09
```


(3)
Entry from the OMol25 dataset: an isolated ion of composition C6H9N3 and charge +2 (ωB97M-V with the def2-TZVPD basis set).

Results
- ΔE to the lowest compared entry with this formula, charge and spin (kJ/mol) = 430.81
- orbital gap (spin up / spin down) (hartree) = 0.235 / 0.235
- HOMO (spin up / spin down) (eV) = -18.4 / -18.4
- charge = +2

```
18
Properties=species:S:1:pos:R:3:lowdin_charge:R:1
C -1.8006 -0.6753 -2.1748 0.00
C -1.0068 -0.9491 0.5076 0.23
C 0.7244 0.6296 0.0430 -0.06
C 0.3555 0.5913 -1.5492 -0.16
C 0.0418 -0.2156 1.0370 -0.07
C 0.6436 -0.2897 2.3512 0.07
N -2.0582 -1.3479 0.0348 0.21
N -2.5001 -1.4315 -1.1648 0.18
N -0.7692 -0.0206 -1.9139 0.12
H -2.1641 -0.5818 -3.1775 0.16
H 0.2828 1.6768 0.1314 0.20
H 1.8010 0.5885 -0.0668 0.15
H 0.4157 1.7754 -1.7288 0.20
H 1.3064 0.1047 -1.9599 0.19
H 0.1509 -0.9956 2.9192 0.10
H 0.6499 0.6688 2.7650 0.13
H 1.7333 -0.2990 2.3943 0.16
H -3.4256 -1.8006 -1.1687 0.19
```


(4)
Entry from the OMol25 dataset: C16H10BrF5Ga as an isolated structure (ωB97M-V with the def2-TZVPD basis set).

Results
- ΔE to the lowest compared entry with this formula, charge and spin (kJ/mol) = 116.37
- orbital gap (spin up / spin down) (hartree) = 0.142 / 0.142
- HOMO (spin up / spin down) (eV) = -2.7 / -2.7
- charge = -1

```
33
Properties=species:S:1:pos:R:3:lowdin_charge:R:1
C -2.3566 -0.4257 -0.2833 -0.21
C -2.2400 -0.9404 1.0582 -0.18
C -2.3209 0.1657 1.9550 -0.21
H -2.2648 -1.9959 1.3354 0.10
C -2.4518 1.3563 1.1939 -0.17
C -2.4725 0.9985 -0.1982 -0.17
H -2.6920 1.6691 -1.0339 0.11
H -2.4989 -1.0288 -1.1835 0.11
H -2.4128 0.0914 3.0333 0.10
H -2.6009 2.3575 1.5884 0.09
Ga 0.0169 0.3435 0.3392 0.44
Br 0.9986 -0.4889 -1.4888 0.45
C 2.3404 1.0874 -4.3068 -0.26
C 1.2370 1.8801 -4.7408 -0.22
C 0.2411 1.0003 -5.2643 -0.22
H 1.1742 2.9683 -4.6984 0.05
C 0.7303 -0.3353 -5.1524 -0.24
C 2.0274 -0.2835 -4.5593 -0.30
H 2.6645 -1.1392 -4.3378 0.05
H 3.2629 1.4581 -3.8593 0.05
H -0.7169 1.2973 -5.6936 0.05
H 0.2122 -1.2400 -5.4725 0.05
F 0.4064 -2.5619 1.5918 0.06
C 0.7177 -1.6232 2.5299 -0.20
C 0.5660 -0.2655 2.2170 -0.09
C 0.6285 0.6021 3.3111 -0.22
F 0.2314 1.9078 3.1565 0.05
C 1.0034 0.1999 4.6037 -0.13
F 1.1397 1.0937 5.6052 0.10
C 1.2678 -1.1513 4.8450 -0.13
F 1.7230 -1.5429 6.0449 0.11
C 1.0997 -2.0755 3.8141 -0.13
F 1.3385 -3.3787 4.0503 0.10
```


(5)
Entry from the OMol25 dataset: one molecule with the formula C23H35N5O4 (ωB97M-V with the def2-TZVPD basis set).

Results
- ΔE to the lowest compared entry with this formula, charge and spin (kJ/mol) = 8.93
- SMILES = CCCCn1c(N)c(N(CC(C)C)C(=O)CN(C)Cc2cccc(OC)c2)c(=O)[nH]c1=O
- orbital gap (hartree) = 0.326
- HOMO (eV) = -8.4

```
67
Properties=species:S:1:pos:R:3:lowdin_charge:R:1
C 2.9411 -3.3535 -3.7330 -0.11
C 1.5080 -3.2985 -3.2198 -0.26
C 1.4532 -3.4468 -1.7003 -0.19
C 0.0143 -3.4918 -1.1817 -0.14
N -0.7331 -2.2874 -1.5088 0.06
C -0.4734 -1.0900 -0.8903 -0.22
C -1.1292 0.0557 -1.2758 -0.12
C -2.1122 0.0346 -2.3210 -0.42
O -2.7622 0.9738 -2.7329 0.08
N -2.3045 -1.2414 -2.8641 0.22
C -1.6805 -2.4035 -2.5193 -0.48
O -1.9401 -3.4610 -3.0462 0.08
H -2.9958 -1.3146 -3.6024 0.17
N -0.8516 1.3000 -0.6457 0.01
C -1.6026 1.7700 0.3770 -0.41
O -1.4605 2.8895 0.8329 0.05
C -2.6851 0.8262 0.8944 -0.08
N -2.2049 -0.4648 1.3761 -0.20
C -3.1572 -1.5233 1.0880 -0.08
H -2.7273 -2.4821 1.3784 0.09
H -4.1121 -1.3968 1.6177 0.09
H -3.3560 -1.5497 0.0175 0.08
C -1.8796 -0.4393 2.8039 -0.14
C -0.5637 0.2387 3.0830 -0.21
C 0.6037 -0.5122 3.1405 -0.09
C 1.8168 0.1045 3.4035 -0.08
C 1.8779 1.4688 3.5901 -0.02
C 0.7127 2.2380 3.5295 -0.28
C -0.5069 1.6079 3.3001 0.02
H -1.4183 2.1809 3.2773 0.11
O 0.8690 3.5695 3.7090 -0.07
C -0.2494 4.4096 3.5035 -0.07
H -0.9920 4.2806 4.2975 0.10
H -0.7109 4.2218 2.5310 0.07
H 0.1384 5.4263 3.5388 0.09
H 2.8133 1.9679 3.7850 0.12
H 2.7199 -0.4848 3.4610 0.11
H 0.5599 -1.5844 3.0112 0.11
H -1.8125 -1.4770 3.1408 0.12
H -2.6801 0.0525 3.3818 0.13
H -3.2445 1.3698 1.6708 0.13
H -3.3632 0.6657 0.0517 0.13
C -0.0027 2.2179 -1.3924 -0.10
H -0.3377 2.2135 -2.4341 0.13
H -0.1670 3.2133 -0.9745 0.13
C 1.4844 1.8568 -1.3126 -0.40
C 2.0367 2.1822 0.0723 -0.06
H 3.0485 1.8003 0.1862 0.08
H 1.4169 1.7502 0.8538 0.05
H 2.0558 3.2589 0.2234 0.09
C 2.2567 2.6173 -2.3876 -0.07
H 1.9052 2.3473 -3.3808 0.08
H 2.1281 3.6893 -2.2576 0.08
H 3.3179 2.3887 -2.3241 0.08
H 1.5915 0.7827 -1.4999 0.12
N 0.4882 -1.0489 0.0657 0.21
H 0.6963 -1.8930 0.5711 0.09
H 0.4741 -0.2150 0.6362 0.08
H -0.0117 -3.6609 -0.1007 0.12
H -0.5206 -4.3110 -1.6688 0.13
H 1.9430 -4.3783 -1.4097 0.12
H 1.9979 -2.6202 -1.2404 0.10
H 0.9198 -4.0928 -3.6825 0.11
H 1.0590 -2.3454 -3.5081 0.11
H 3.5366 -2.5569 -3.2919 0.07
H 2.9625 -3.2392 -4.8135 0.07
H 3.4015 -4.3060 -3.4803 0.07
```


(6)
Entry from the OMol25 dataset: an isolated ion of composition C6H4Cl2FO4 and charge -1 (ωB97M-V with the def2-TZVPD basis set).

Results
- ΔE to the lowest compared entry with this formula, charge and spin (kJ/mol) = 89.16
- SMILES = C/C(O)=C(/C(=O)C(=O)[O-])C(F)(Cl)Cl
- orbital gap (hartree) = 0.284
- HOMO (eV) = -4.7
- charge = -1

```
17
Properties=species:S:1:pos:R:3:lowdin_charge:R:1
C 0.1721 0.2630 -0.3252 -0.13
C 1.3440 -1.1567 -0.7299 -0.14
C -1.0578 -0.1697 -0.1208 -0.40
C 2.2567 -1.4946 0.4949 -0.73
C -2.1789 0.6825 0.3937 -0.04
C 0.8160 1.5577 -0.1232 -1.16
O 1.3810 -1.9951 1.2001 0.03
O -1.5636 -1.3545 -0.4972 0.05
O 3.4541 -1.4297 0.5011 0.03
O 0.8368 -1.9585 -1.4294 0.07
F 2.1367 1.6114 -0.4966 -0.10
Cl 0.0933 2.8590 -1.1834 0.56
Cl 0.8757 2.2501 1.5294 0.60
H -2.2523 0.7007 1.5499 0.11
H -2.4353 1.6068 -0.1011 0.05
H -3.0326 -0.0192 0.0641 0.10
H -0.8459 -1.9532 -0.7264 0.08
```


(7)
Entry from the OMol25 dataset: a 2-piece molecular cluster, C4H14N2O overall (ωB97M-V with the def2-TZVPD basis set).

Results
- ΔE to the lowest compared entry with this formula, charge and spin (kJ/mol) = 96.30
- SMILES = CC(C)N.NCO
- orbital gap (hartree) = 0.381
- HOMO (eV) = -9.3

```
21
Properties=species:S:1:pos:R:3:lowdin_charge:R:1
N -0.2166 -0.7220 2.1282 0.01
C 0.9885 0.0913 1.9512 -0.36
O 2.0028 -0.6545 1.3324 -0.05
H 0.0623 -1.6224 2.5045 0.07
H -0.8201 -0.3235 2.8410 0.07
H 0.6419 0.9267 1.3427 0.08
H 1.4278 0.4730 2.8747 0.11
C 0.2147 1.3921 -1.2396 -0.09
C -0.8579 0.3260 -1.0393 -0.51
C -1.9686 0.5301 -2.0615 -0.08
N -0.1452 -0.9691 -1.0984 0.03
H 0.9857 1.2971 -0.4793 0.05
H 0.6384 1.3018 -2.2427 0.08
H -0.1557 2.4179 -1.1582 0.08
H -1.2637 0.4105 -0.0307 0.11
H -1.5835 0.6211 -3.0810 0.07
H -2.5260 1.4434 -1.8514 0.08
H -2.6575 -0.3181 -2.0618 0.07
H 1.6772 -0.8888 0.4679 0.04
H -0.8265 -1.7071 -0.9680 0.07
H 0.2070 -1.0562 -2.0445 0.07
```


(8)
Entry from the OMol25 dataset: one molecule with the formula C12H16N2O5 (ωB97M-V with the def2-TZVPD basis set).

Results
- ΔE to the lowest compared entry with this formula, charge and spin (kJ/mol) = 497.43
- SMILES = N[C@@H](CO)C(=O)N[C@@H](Cc1ccc(O)cc1)C(=O)O
- orbital gap (hartree) = 0.352
- HOMO (eV) = -9.2

```
35
Properties=species:S:1:pos:R:3:lowdin_charge:R:1
C -0.2017 -2.6903 -0.4541 -0.26
C 0.5302 -1.5548 0.2196 -0.39
C -1.5909 -2.0872 -0.9097 -0.20
C 2.2241 0.1766 0.1860 -0.19
C 3.3952 -0.1959 1.2260 -0.50
C 1.4514 1.2648 1.0819 -0.05
C 0.0641 1.7728 0.5437 -0.25
C -1.0358 1.0828 0.7907 -0.10
C -0.0668 2.8565 -0.2690 -0.02
C -2.2309 1.2650 0.1791 -0.02
C -1.3183 3.1098 -0.9779 -0.03
C -2.3238 2.1570 -0.9805 -0.29
H -0.9635 -3.4987 1.3070 0.07
H 0.7675 -3.7303 1.0022 0.12
H 0.4746 -2.9252 -1.3705 0.18
H -2.1638 -1.6793 -0.0477 0.13
H -2.1704 -2.8381 -1.4146 0.11
H -1.6118 -0.3806 -1.6377 0.04
H 1.1416 -0.2142 -1.3908 0.15
H 2.7345 0.8102 -0.5105 0.13
H 1.3869 0.8405 2.0828 0.11
H 2.0191 2.1837 1.1042 0.11
H -0.9341 0.1266 1.4239 0.14
H 0.8185 3.5338 -0.5009 0.14
H -3.1935 0.8944 0.4996 0.12
H -1.1010 3.6979 -1.9558 0.14
H -3.1261 3.1193 -2.3319 0.09
H 2.4072 -1.6883 2.0719 0.11
N -0.2599 -3.7919 0.6194 0.04
N 1.4876 -0.8008 -0.6004 0.12
O 0.4879 -1.2821 1.4266 0.01
O -1.2526 -1.1931 -1.9412 -0.04
O 4.2674 0.5947 1.3767 0.13
O -3.4133 2.3403 -1.8392 0.04
O 3.3006 -1.2760 1.9910 0.12
```


Please write out number 3 again, unchanged.
Entry from the OMol25 dataset: an isolated ion of composition C6H9N3 and charge +2 (ωB97M-V with the def2-TZVPD basis set).

Results
- ΔE to the lowest compared entry with this formula, charge and spin (kJ/mol) = 430.81
- orbital gap (spin up / spin down) (hartree) = 0.235 / 0.235
- HOMO (spin up / spin down) (eV) = -18.4 / -18.4
- charge = +2

```
18
Properties=species:S:1:pos:R:3:lowdin_charge:R:1
C -1.8006 -0.6753 -2.1748 0.00
C -1.0068 -0.9491 0.5076 0.23
C 0.7244 0.6296 0.0430 -0.06
C 0.3555 0.5913 -1.5492 -0.16
C 0.0418 -0.2156 1.0370 -0.07
C 0.6436 -0.2897 2.3512 0.07
N -2.0582 -1.3479 0.0348 0.21
N -2.5001 -1.4315 -1.1648 0.18
N -0.7692 -0.0206 -1.9139 0.12
H -2.1641 -0.5818 -3.1775 0.16
H 0.2828 1.6768 0.1314 0.20
H 1.8010 0.5885 -0.0668 0.15
H 0.4157 1.7754 -1.7288 0.20
H 1.3064 0.1047 -1.9599 0.19
H 0.1509 -0.9956 2.9192 0.10
H 0.6499 0.6688 2.7650 0.13
H 1.7333 -0.2990 2.3943 0.16
H -3.4256 -1.8006 -1.1687 0.19
```